No. 1
DFT (the ωB97M-V functional and the def2-TZVPD basis) results for the molecule C3H7ClN2.

XYZ file:
```
13
Properties=species:S:1:pos:R:3:forces:R:3
C 1.241139 -1.288515 -0.350908 -1.78 -1.16 -0.05
C 0.270357 -0.139026 -0.087347 1.73 2.05 -0.71
C -1.029684 -0.427874 0.609503 0.87 0.07 1.24
H 1.642699 -1.654809 0.609991 0.04 0.15 -0.40
H 0.684370 -2.169293 -0.815900 0.53 1.03 0.63
H 2.021662 -1.049267 -1.049731 0.38 0.44 0.01
H -0.990202 -1.462374 1.020323 -0.52 0.66 -0.64
H -1.060919 0.256299 1.488111 -0.33 -0.34 -0.61
H -1.096087 1.891811 -0.221903 1.22 0.79 0.50
H 0.191321 2.938367 -0.524948 -0.13 -0.18 0.28
N 0.721188 1.078584 -0.326336 -0.96 -2.30 0.58
N -0.103791 2.144791 0.041476 -1.29 -0.95 -0.99
Cl -2.492058 -0.118694 -0.392337 0.24 -0.28 0.17
```
Forces are in eV/Å.

Properties
**Energy above the lowest of the compared OMol25 structures with the same formula, charge and spin**: 125.9 kJ/mol
**LUMO level**: 0.85 eV
**Electronic energy**: -688.16884 Ha
**SMILES**: C/C(CCl)=N/N
**Molar mass**: 106.6 g mol⁻¹
**E_HOMO**: -9.03 eV
**Spin multiplicity**: 1
**Charge**: 0
**Maximum force**: 2.78 eV/A
**Orbital gap**: 9.877 eV

=====

No. 2
DFT (the ωB97M-V functional and the def2-TZVPD basis) results for a cluster of 2 separate species, C3H7ClN2 in total.

XYZ file:
```
13
Properties=species:S:1:pos:R:3:forces:R:3
C -0.025844 -1.586961 -0.704757 1.12 -3.20 0.50
C -0.829816 -0.358297 -0.783920 0.12 -0.31 -0.62
C -1.197959 0.363510 0.292167 -1.13 0.20 -3.39
N 1.326008 1.978847 1.286743 0.33 -2.09 -1.20
N 1.330028 1.252600 0.223245 0.52 2.50 3.35
Cl -1.021890 -0.129631 1.882286 0.31 -0.26 1.04
H 0.766740 -1.530681 0.122348 -1.36 -0.35 -0.96
H 0.550787 -1.882501 -1.646706 -0.82 0.93 1.03
H -1.045438 -0.224655 -1.883207 -0.36 1.19 1.59
H -1.763387 1.280360 0.105490 0.14 -0.26 0.51
H 1.574388 1.395096 2.139199 -0.20 0.21 -1.24
H -0.729301 -2.534367 -0.585136 1.39 1.79 0.25
H 1.065685 1.976680 -0.447752 -0.05 -0.35 -0.85
```
Forces are in eV/Å.

Properties
**Energy above the lowest of the compared OMol25 structures with the same formula, charge and spin**: 319.7 kJ/mol
**LUMO level**: 0.72 eV
**Electronic energy**: -688.09504 Ha
**SMILES**: [H]/N=N/[H].C/C=C\Cl
**Molar mass**: 106.6 g mol⁻¹
**E_HOMO**: -9.08 eV
**Spin multiplicity**: 1
**Charge**: 0
**Maximum force**: 4.21 eV/A
**Orbital gap**: 9.798 eV

=====

No. 3
DFT (the ωB97M-V functional and the def2-TZVPD basis) results for a cluster of 2 separate species, C3H7ClN2O in total.

XYZ file:
```
14
Properties=species:S:1:pos:R:3:forces:R:3
C -0.693946 1.497234 -0.028412 -1.72 -0.81 -0.45
C -0.052064 0.545952 0.593511 2.78 -2.47 -1.67
C -0.266150 0.003142 1.915469 2.01 -1.92 0.95
N 0.126644 -1.132991 -2.238300 1.53 -1.64 2.69
N 1.487017 -0.502108 -0.335912 -2.57 4.46 0.17
O 1.257200 -0.419500 -1.649582 1.31 1.53 -2.28
Cl 1.111497 0.584643 3.034348 -1.10 -0.28 -0.48
H -0.663637 1.586300 -1.094621 0.77 0.49 -0.50
H -1.662053 1.858090 0.371448 0.88 0.20 0.28
H -0.215565 -1.140586 2.017476 -0.02 1.77 -0.49
H -1.219582 0.312212 2.234976 -1.02 0.62 1.09
H -0.542924 -0.965884 -1.512600 -1.43 0.36 -0.54
H 0.022828 -0.805195 -3.171206 -0.40 0.91 -0.30
H 1.310736 -1.421308 -0.136596 -1.01 -3.23 1.53
```
Forces are in eV/Å.

Properties
**Energy above the lowest of the compared OMol25 structures with the same formula, charge and spin**: 627.8 kJ/mol
**LUMO level**: 0.62 eV
**Electronic energy**: -763.19820 Ha
**Molar mass**: 122.6 g mol⁻¹
**E_HOMO**: -8.72 eV
**Spin multiplicity**: 1
**Charge**: 0
**Maximum force**: 5.15 eV/A
**Orbital gap**: 9.338 eV